# C32H65IN2O15P2S

A structure of composition C32H65IN2O15P2S in a non-equilibrium geometry (ωB97M-V/def2-TZVPD, OMol25).

Structure (ORCA input):
```
! RIJCOSX wB97M-V def2-TZVPD def2/J DEFGRID3
* xyz 0 1
C -3.121 6.276 -1.780
C -3.397 5.491 -2.811
C -4.538 4.518 -2.760
O -5.688 4.883 -2.852
O -4.183 3.226 -2.583
C -5.203 2.299 -2.986
C -4.566 0.935 -3.237
C -4.060 0.259 -1.941
C -3.626 -1.177 -2.297
C -2.862 -1.837 -1.125
C -1.320 -1.802 -1.298
C -0.750 -3.066 -0.607
O -1.160 -3.171 0.780
S -0.579 -1.972 1.658
O -1.391 -0.792 1.610
O -0.515 -2.458 3.000
C 1.122 -1.456 1.094
N 1.134 -0.015 1.017
I 2.471 -1.914 2.753
C 1.687 -2.213 -0.173
C 2.203 -1.266 -1.276
O 3.037 -2.028 -2.170
N 2.857 -1.508 -3.495
O 3.517 -0.569 -3.672
C 0.746 -3.276 -0.822
C 1.219 -4.714 -0.449
C 2.543 -5.036 -1.177
C 2.766 -6.551 -1.399
C 4.290 -6.797 -1.672
C 4.588 -7.346 -3.083
C 5.106 -6.272 -4.082
C 6.306 -6.792 -4.898
C 6.757 -5.766 -5.975
C 8.294 -5.716 -6.158
C 8.818 -4.269 -6.451
C 9.775 -3.835 -5.316
C 10.244 -2.385 -5.528
H -3.788 6.335 -0.919
H -2.238 6.907 -1.740
H -2.790 5.579 -3.710
H -5.665 2.637 -3.918
H -5.979 2.199 -2.219
H -3.747 1.025 -3.962
H -5.333 0.306 -3.709
H -4.876 0.288 -1.213
H -3.183 0.824 -1.609
H -2.966 -1.072 -3.171
H -4.480 -1.776 -2.632
H -3.163 -1.309 -0.213
H -3.182 -2.873 -0.960
H -0.891 -0.879 -0.900
H -1.134 -1.912 -2.372
H -1.246 -3.901 -1.114
H 0.594 0.320 0.227
H 2.088 0.317 1.005
H 2.572 -2.753 0.167
H 1.403 -0.736 -1.804
H 2.875 -0.545 -0.797
H 0.897 -3.206 -1.907
H 1.303 -4.842 0.634
H 0.468 -5.381 -0.897
H 2.559 -4.553 -2.161
H 3.394 -4.601 -0.637
H 2.257 -6.804 -2.334
H 2.414 -7.134 -0.545
H 4.659 -7.519 -0.933
H 4.856 -5.876 -1.506
H 5.390 -8.093 -2.999
H 3.739 -7.871 -3.534
H 5.395 -5.339 -3.586
H 4.311 -6.089 -4.818
H 7.172 -6.989 -4.255
H 5.993 -7.713 -5.404
H 6.285 -6.047 -6.922
H 6.413 -4.761 -5.700
H 8.814 -6.081 -5.267
H 8.583 -6.333 -7.016
H 9.379 -4.242 -7.391
H 7.956 -3.597 -6.524
H 10.643 -4.500 -5.360
H 9.227 -3.945 -4.374
H 11.091 -2.312 -6.216
H 9.422 -1.735 -5.846
H 10.604 -1.969 -4.577
C -7.235 8.594 3.512
O -6.455 7.815 2.582
P -4.843 8.183 2.379
O -4.458 7.057 1.485
O -4.551 7.898 3.965
C -4.441 6.546 4.409
O -3.519 9.164 2.271
C -2.295 8.674 2.796
H -8.186 8.845 3.047
H -7.425 7.988 4.398
H -6.729 9.510 3.811
H -4.820 5.836 3.673
H -5.013 6.436 5.330
H -3.394 6.326 4.621
H -2.153 7.619 2.561
H -2.251 8.831 3.874
H -1.498 9.250 2.330
C -1.924 4.530 9.978
O -3.322 4.833 10.169
P -4.369 4.630 8.891
O -5.655 4.897 9.588
O -4.022 3.036 8.774
C -4.634 2.131 9.690
O -4.811 4.728 7.307
C -5.716 3.755 6.803
H -1.330 5.330 10.418
H -1.698 3.598 10.495
H -1.664 4.425 8.928
H -5.078 2.644 10.543
H -3.872 1.440 10.052
H -5.402 1.562 9.165
H -6.508 3.537 7.519
H -5.185 2.842 6.534
H -6.161 4.173 5.900
*
```

Properties
LUMO level = -0.0413 Eh
F_max = 7.01 eV/Å
calculated total energy = -105437.7634 eV